The following is a DFT calculation (the ωB97M-V functional and the def2-TZVPD basis) of a molecular structure, C21H29BF4HfI2N3O2Si.

The energy above the lowest of the compared OMol25 structures with the same formula, charge and spin is 0.268 eV. For the HOMO-LUMO gap, the calculation gives 8.48 eV. The calculation puts the HOMO energy at -11.681 eV. As for the net charge: +1. The max |F| is 0.3 eV/A.

Each line ends with the Mulliken charge.
CARTESIAN COORDINATES (ANGSTROEM)
Hf  0.571  -1.696  1.091  1.3781
I  2.697  0.084  4.785  0.1635
C  3.919  -0.924  3.406  -0.8037
I  3.594  -0.383  1.362  0.2965
H  3.755  -1.991  3.469  0.3288
H  4.949  -0.644  3.586  0.4515
C  0.044  0.243  1.958  -0.1949
Si  -0.645  1.282  0.570  -0.2839
C  0.480  0.771  -0.881  -0.8600
N  0.746  -0.704  -1.097  1.6214
C  2.020  -0.837  -1.871  -0.9772
C  2.034  -0.026  -3.167  -0.7563
C  0.708  -0.153  -3.934  -0.7192
C  -0.052  -1.377  -3.446  -0.9239
C  -0.350  -1.331  -1.946  -0.4571
C  -2.439  0.949  0.195  0.7604
C  -3.311  0.473  1.177  -0.4512
C  -4.651  0.248  0.899  -0.6633
C  -5.145  0.500  -0.373  -0.5622
C  -4.300  0.984  -1.362  -0.7611
C  -2.961  1.207  -1.076  -0.0578
C  -0.310  3.103  0.767  0.6307
C  0.961  3.551  1.142  -0.4193
C  1.233  4.900  1.288  -0.8024
C  0.228  5.833  1.063  -0.4658
C  -1.040  5.411  0.694  -0.7142
C  -1.306  4.056  0.548  -0.1727
H  -0.684  0.096  2.763  0.5028
H  0.872  0.815  2.386  0.0168
H  1.446  1.226  -0.635  0.6399
H  0.156  1.233  -1.814  0.0784
H  2.147  -1.894  -2.109  0.5286
H  2.852  -0.541  -1.235  -0.1259
H  2.863  -0.404  -3.767  0.5009
H  2.264  1.018  -2.956  0.2264
H  0.895  -0.232  -5.004  0.4692
H  0.096  0.740  -3.800  0.2546
H  0.522  -2.277  -3.686  0.3658
H  -1.006  -1.485  -3.963  0.4306
H  -0.527  -2.351  -1.596  0.2313
H  -1.261  -0.773  -1.737  0.3126
H  -2.944  0.270  2.178  0.3367
H  -5.310  -0.124  1.673  0.4368
H  -6.190  0.325  -0.592  0.4168
H  -4.687  1.193  -2.351  0.4354
H  -2.322  1.603  -1.860  0.4281
H  1.757  2.836  1.339  0.1821
H  2.222  5.228  1.583  0.4180
H  0.434  6.889  1.180  0.3883
H  -1.824  6.137  0.525  0.4071
H  -2.304  3.740  0.267  0.3166
N  1.930  -3.450  -0.108  -0.3899
N  2.378  -4.323  0.902  -0.4377
C  2.086  -4.030  2.228  0.4632
O  2.272  -4.795  3.123  -0.5863
O  1.632  -2.775  2.368  -0.7813
H  1.301  -3.944  -0.739  0.3709
H  2.736  -3.139  -0.642  0.3404
H  2.530  -5.292  0.666  0.2408
F  -1.513  -1.934  0.421  -0.2873
B  -1.665  -3.100  1.350  0.1759
F  -1.071  -2.502  2.508  -0.3953
F  -2.881  -3.583  1.448  -0.2049
F  -0.632  -3.929  0.839  -0.2911